(1)
{
  "formula": "C41H52N9O3PtS",
  "method": "the ωB97M-V functional and the def2-TZVPD basis",
  "elements": ["Pt", "S", "O", "O", "O", "N", "N", "N", "N", "N", "N", "N", "N", "N", "C", "C", "C", "C", "C", "C", "C", "C", "C", "C", "C", "C", "C", "C", "C", "C", "C", "C", "C", "C", "C", "C", "C", "C", "C", "C", "C", "C", "C", "C", "C", "C", "C", "C", "C", "C", "C", "C", "C", "C", "C", "H", "H", "H", "H", "H", "H", "H", "H", "H", "H", "H", "H", "H", "H", "H", "H", "H", "H", "H", "H", "H", "H", "H", "H", "H", "H", "H", "H", "H", "H", "H", "H", "H", "H", "H", "H", "H", "H", "H", "H", "H", "H", "H", "H", "H", "H", "H", "H", "H", "H", "H", "H"],
  "xyz": [[0.828, -0.098, -0.029], [-2.929, -3.132, 0.023], [-1.019, -0.655, -1.115], [-3.728, -4.336, -0.270], [-1.648, -3.493, 0.791], [0.102, -1.645, 1.273], [0.265, -1.206, -2.924], [-0.642, 0.056, 2.934], [1.739, -0.002, 2.782], [1.042, 1.842, -0.724], [-1.129, 2.720, -0.737], [0.572, 3.975, 0.163], [2.562, 0.896, 2.022], [0.559, 1.456, 4.275], [5.580, 0.330, -0.446], [4.328, -1.121, 2.350], [1.675, 4.055, 1.102], [4.144, 3.385, -2.020], [0.005, -3.624, -2.514], [3.356, -3.315, 3.089], [-0.998, -1.016, 1.994], [-2.132, -1.214, -3.173], [0.192, 2.816, -0.438], [-2.151, 3.273, 0.133], [5.066, 2.487, -1.509], [4.659, 1.436, -0.688], [-4.378, -1.036, 1.093], [-0.936, -0.968, -2.309], [1.721, 2.310, 4.472], [-2.277, -2.741, -3.413], [0.543, 0.506, 3.289], [3.836, -0.925, 0.838], [-3.857, -2.294, 1.346], [1.117, -3.648, 2.309], [3.811, 1.199, 2.681], [-5.232, -0.939, 3.338], [2.774, 0.265, 0.668], [-0.999, -3.555, -3.682], [3.219, -1.942, 2.962], [-0.030, 1.073, 5.573], [-4.025, -2.887, 2.590], [0.966, -2.429, -2.466], [1.017, -2.266, 2.183], [3.319, 1.321, -0.299], [1.949, -1.417, 2.741], [-5.072, -0.354, 2.090], [4.670, 0.225, 2.902], [2.272, -4.165, 2.869], [5.140, -0.790, 0.104], [0.033, 5.261, -0.249], [2.408, 2.168, -0.910], [2.799, 3.200, -1.754], [-1.625, 2.145, -1.972], [-1.888, 0.650, 3.448], [-4.710, -2.207, 3.585], [-0.642, 0.183, 5.491], [-2.282, 0.081, 4.289], [0.782, 0.853, 6.270], [5.628, 0.401, 3.373], [-0.455, -2.424, 0.790], [6.577, 0.396, -0.862], [2.018, 2.770, 3.539], [-1.972, -0.705, -4.129], [-2.628, 0.604, 2.652], [-2.903, 2.504, 0.329], [-2.257, 1.282, -1.780], [2.562, 1.762, 4.903], [5.222, -1.743, 2.330], [-1.680, -0.583, 1.264], [-0.498, -3.218, -4.598], [-1.544, -1.778, 2.553], [-0.784, 1.845, -2.594], [2.549, 4.536, 0.657], [1.422, 3.095, 5.166], [5.783, -1.663, 0.152], [1.351, 4.645, 1.964], [-2.210, 2.904, -2.499], [-1.710, 1.679, 3.741], [0.123, -1.281, -3.923], [4.344, -3.729, 3.254], [0.855, 5.901, -0.578], [6.109, 2.554, -1.792], [1.813, -2.564, -3.138], [-3.618, -3.877, 2.765], [-0.631, 1.889, 5.973], [-3.036, -0.820, -2.712], [-0.483, 5.760, 0.574], [-0.658, 5.136, -1.077], [-5.782, -0.421, 4.113], [-4.246, -0.596, 0.108], [-1.713, 3.584, 1.078], [-0.547, -3.694, -1.572], [-2.774, -3.173, -2.546], [4.465, 4.181, -2.679], [3.368, -1.869, 0.544], [1.951, 3.054, 1.428], [-4.854, -2.667, 4.555], [2.381, -5.233, 2.996], [-1.334, -4.571, -3.894], [-5.500, 0.620, 1.889], [4.000, 2.239, 2.914], [0.327, -4.276, 1.917], [2.048, 3.821, -2.228], [-2.957, -2.869, -4.256], [0.593, -4.540, -2.591], [1.363, -2.264, -1.464], [-2.656, 4.128, -0.323]],
  "forces_ev_per_angstrom": [[0.16, -0.14, 0.11], [0.00, -0.11, -0.02], [0.06, 0.14, 0.13], [0.07, 0.03, 0.04], [-0.10, 0.09, -0.17], [-0.16, 0.09, 0.13], [-0.01, 0.05, 0.00], [-0.07, 0.08, -0.05], [-0.09, -0.04, -0.10], [-0.03, -0.05, -0.04], [-0.02, -0.16, 0.10], [0.00, -0.04, -0.02], [0.00, 0.07, 0.03], [0.06, -0.07, -0.05], [-0.03, -0.02, 0.02], [-0.05, -0.05, 0.02], [0.02, -0.07, 0.00], [0.03, -0.04, 0.02], [-0.01, -0.01, 0.00], [-0.02, -0.01, 0.00], [0.10, -0.06, -0.11], [-0.03, -0.03, 0.07], [0.00, 0.21, 0.01], [0.00, -0.01, 0.01], [-0.03, 0.04, 0.01], [0.04, 0.02, -0.04], [-0.01, -0.03, 0.00], [-0.04, -0.01, -0.12], [0.00, 0.00, 0.03], [0.01, -0.01, -0.03], [0.05, -0.07, 0.15], [-0.01, 0.01, 0.00], [-0.04, 0.00, 0.01], [0.02, -0.03, 0.01], [0.01, -0.03, -0.03], [-0.04, 0.01, 0.01], [-0.02, -0.07, -0.05], [0.00, -0.03, 0.02], [0.04, 0.01, -0.05], [-0.04, 0.03, 0.04], [-0.01, 0.01, 0.03], [0.01, -0.03, 0.01], [0.00, 0.12, -0.09], [0.02, 0.03, 0.00], [0.00, -0.02, 0.06], [-0.02, -0.01, -0.03], [0.03, 0.01, 0.02], [0.02, 0.01, 0.01], [0.00, 0.01, -0.02], [0.00, 0.00, 0.01], [-0.06, 0.02, 0.00], [-0.02, 0.03, 0.03], [0.14, 0.02, -0.07], [0.02, 0.04, -0.04], [0.01, -0.01, 0.02], [0.04, 0.01, 0.02], [-0.02, -0.01, -0.03], [0.00, 0.02, -0.01], [0.00, 0.00, 0.00], [0.07, 0.04, 0.04], [0.00, 0.00, 0.00], [-0.02, 0.02, 0.01], [0.01, 0.02, 0.00], [0.03, 0.00, 0.01], [0.00, -0.01, 0.00], [-0.06, 0.01, 0.03], [0.02, -0.01, -0.02], [-0.01, -0.02, 0.00], [-0.01, -0.01, 0.03], [-0.01, -0.01, 0.00], [0.01, -0.01, 0.04], [0.01, -0.03, 0.00], [0.01, 0.01, -0.01], [0.01, 0.00, 0.00], [0.01, 0.01, 0.00], [0.00, 0.01, 0.00], [0.00, -0.02, -0.04], [0.00, 0.01, 0.01], [0.00, -0.01, 0.00], [0.00, -0.01, 0.00], [0.00, -0.01, 0.01], [0.00, 0.01, -0.01], [0.01, 0.00, -0.01], [0.00, 0.00, -0.02], [-0.01, -0.01, 0.00], [0.01, -0.01, 0.01], [-0.01, 0.00, 0.00], [-0.01, 0.00, -0.02], [0.00, 0.01, 0.00], [-0.01, 0.00, 0.00], [0.00, 0.00, 0.00], [-0.01, 0.01, -0.01], [-0.01, -0.01, -0.01], [0.00, 0.00, 0.00], [0.00, 0.01, 0.00], [-0.02, 0.04, -0.01], [0.00, 0.00, 0.00], [0.01, 0.00, 0.00], [0.00, 0.00, -0.01], [-0.01, 0.01, 0.00], [0.01, 0.00, -0.01], [0.00, 0.01, 0.00], [0.00, 0.01, -0.01], [0.00, 0.01, 0.00], [0.00, 0.00, 0.01], [0.02, 0.00, -0.01], [0.00, 0.01, 0.00]],
  "multiplicity": 1,
  "e_homo_ev": -9.4559,
  "charge": 1,
  "gap_ev": 6.88
}

(2)
{
  "formula": "C41H52O6",
  "method": "the ωB97M-V functional and the def2-TZVPD basis",
  "elements": ["O", "O", "O", "O", "O", "O", "C", "C", "C", "C", "C", "C", "C", "C", "C", "C", "C", "C", "C", "C", "C", "C", "C", "C", "C", "C", "C", "C", "C", "C", "C", "C", "C", "C", "C", "C", "C", "C", "C", "C", "C", "C", "C", "C", "C", "C", "C", "H", "H", "H", "H", "H", "H", "H", "H", "H", "H", "H", "H", "H", "H", "H", "H", "H", "H", "H", "H", "H", "H", "H", "H", "H", "H", "H", "H", "H", "H", "H", "H", "H", "H", "H", "H", "H", "H", "H", "H", "H", "H", "H", "H", "H", "H", "H", "H", "H", "H", "H", "H"],
  "xyz": [[1.394, 8.181, -2.989], [-3.858, 2.124, -3.765], [-1.777, 0.392, 0.749], [0.696, -1.803, -2.874], [0.825, 4.140, -3.600], [-2.617, -1.266, -2.116], [1.110, -4.824, -0.860], [-1.812, 1.095, 3.083], [-1.845, -0.175, 3.961], [-0.235, 1.854, -0.246], [0.610, 7.009, -3.117], [1.228, -4.965, 2.482], [-2.619, 0.897, 1.798], [2.261, -3.037, 0.194], [-2.939, 2.819, -3.384], [2.075, -6.768, 1.003], [0.149, 2.715, -1.256], [1.089, -2.638, -1.858], [-2.703, 4.157, -4.008], [0.108, 6.704, -4.533], [-0.258, -0.805, -2.491], [3.802, -4.020, 4.112], [-2.302, 6.611, -5.186], [0.711, -3.968, -1.876], [-1.266, 2.568, 5.053], [-3.763, 4.785, -4.644], [1.872, -2.169, -0.814], [3.866, -6.528, 3.928], [-0.759, 3.022, -2.260], [3.747, -5.087, 1.780], [1.899, -4.384, 0.198], [-3.556, 6.023, -5.226], [2.255, -5.295, 1.385], [-1.219, 5.994, -4.570], [-0.348, 3.982, -3.321], [-2.408, 1.505, -1.294], [-2.377, 3.598, 3.000], [-1.627, -1.073, -3.112], [5.780, -5.184, 3.139], [-3.774, -0.463, -2.215], [-1.494, 1.268, -0.259], [4.243, -5.211, 3.241], [-2.024, 2.424, -2.279], [-3.717, 0.766, -1.301], [-2.244, 2.340, 3.884], [-1.438, 4.748, -3.977], [2.025, 6.892, -2.772], [-0.277, 2.170, 4.822], [-4.370, 6.539, -5.716], [4.099, -4.122, 1.429], [0.779, -5.850, -0.922], [2.706, 6.613, -3.565], [-0.913, -0.734, 3.904], [-1.914, -0.256, -3.778], [1.130, 3.164, -1.275], [-1.991, 4.484, 3.496], [2.394, -7.405, 1.826], [0.861, 6.120, -5.056], [6.145, -6.102, 2.675], [-1.547, -1.986, -3.707], [-0.379, -0.812, -1.409], [-3.920, 0.413, -0.293], [3.731, -3.117, 3.503], [2.844, -2.634, 1.009], [2.174, -1.131, -0.784], [6.108, -4.357, 2.507], [4.004, -7.377, 3.260], [-4.533, 1.436, -1.575], [4.539, -3.830, 4.891], [-3.419, 3.789, 2.743], [-0.117, 6.834, -2.319], [1.170, -5.753, 3.231], [-3.104, 1.814, 1.470], [-4.724, 4.294, -4.668], [-2.152, 7.581, -5.641], [1.035, -7.015, 0.793], [-0.770, 1.253, 2.795], [-2.003, 0.072, 5.009], [0.100, -4.321, -2.696], [-1.850, 3.476, 2.053], [-1.172, 3.625, 5.288], [-3.402, 0.155, 1.959], [2.854, -6.529, 4.325], [4.322, -5.820, 1.207], [6.234, -5.081, 4.123], [0.446, 1.613, 0.558], [-1.599, 2.070, 5.963], [2.838, -4.190, 4.582], [0.141, 0.162, -2.796], [-2.649, -0.846, 3.663], [2.692, -7.012, 0.138], [2.310, 6.722, -1.742], [-0.027, 7.670, -5.019], [-3.964, -0.180, -3.249], [0.240, -4.890, 2.025], [1.425, -4.009, 2.959], [-4.609, -1.080, -1.880], [-3.220, 2.116, 4.322], [4.536, -6.691, 4.775]],
  "forces_ev_per_angstrom": [[0.11, -0.29, 0.14], [0.00, 0.11, 0.05], [-0.17, -0.15, -0.10], [-0.06, 0.02, -0.08], [-0.20, -0.02, 0.11], [0.03, -0.04, 0.15], [0.06, -0.06, -0.11], [-0.12, -0.10, 0.28], [0.10, 0.09, 0.03], [0.09, 0.14, -0.07], [-0.10, -0.44, -0.20], [-0.14, 0.02, -0.12], [0.06, -0.10, 0.09], [-0.10, 0.02, 0.06], [-0.11, 0.00, -0.10], [0.06, 0.02, 0.11], [-0.13, -0.03, -0.08], [0.02, 0.02, 0.05], [-0.02, -0.01, -0.04], [-0.06, 0.21, 0.45], [0.04, -0.08, 0.08], [0.10, -0.06, -0.26], [0.03, 0.05, 0.04], [-0.01, 0.06, -0.11], [-0.14, -0.15, 0.03], [0.08, 0.00, 0.00], [0.00, -0.11, 0.11], [0.25, 0.05, 0.13], [0.06, -0.11, 0.04], [-0.16, -0.30, 0.19], [0.07, 0.01, 0.00], [-0.04, -0.03, -0.03], [0.00, 0.07, -0.14], [0.02, -0.05, -0.02], [0.27, 0.08, 0.06], [0.08, -0.04, -0.02], [-0.12, -0.33, -0.08], [0.02, -0.01, -0.09], [-0.22, 0.03, -0.25], [0.02, -0.12, -0.04], [0.13, 0.01, 0.07], [0.17, 0.04, 0.06], [0.04, 0.06, 0.00], [-0.23, 0.01, 0.18], [0.07, 0.07, 0.04], [0.00, -0.09, 0.02], [-0.47, 0.66, -0.20], [0.11, 0.12, -0.05], [-0.05, 0.00, -0.02], [-0.01, 0.15, -0.01], [0.04, -0.04, 0.06], [0.15, -0.14, 0.13], [0.01, -0.07, -0.06], [-0.05, 0.03, -0.03], [0.05, 0.02, -0.01], [0.01, 0.07, 0.03], [-0.01, -0.01, 0.06], [0.06, 0.07, -0.14], [0.05, -0.06, 0.02], [0.00, -0.02, -0.09], [0.03, 0.02, 0.04], [0.06, 0.03, 0.09], [0.00, 0.10, 0.04], [0.07, 0.03, 0.07], [-0.01, 0.07, -0.05], [0.07, 0.10, 0.09], [-0.04, -0.06, -0.04], [-0.01, -0.01, -0.07], [-0.03, -0.03, 0.14], [-0.03, 0.06, -0.01], [0.05, 0.21, -0.08], [0.13, 0.05, 0.16], [0.04, 0.11, -0.08], [-0.06, -0.01, -0.02], [-0.01, 0.06, -0.02], [-0.05, -0.01, -0.05], [0.00, 0.19, -0.21], [0.01, -0.01, 0.04], [-0.03, -0.04, -0.02], [0.20, 0.11, 0.00], [0.03, 0.06, 0.02], [-0.03, -0.02, -0.02], [-0.13, -0.06, -0.14], [0.00, -0.01, -0.11], [0.07, -0.03, 0.06], [-0.03, -0.06, 0.05], [0.02, -0.05, 0.02], [-0.05, 0.03, 0.05], [0.01, 0.04, -0.04], [-0.05, -0.04, -0.01], [-0.07, -0.06, -0.10], [0.15, -0.14, -0.04], [0.14, 0.00, -0.15], [0.06, 0.08, -0.02], [-0.04, -0.05, -0.02], [0.02, 0.07, 0.05], [-0.06, -0.02, -0.03], [-0.11, 0.08, -0.02], [-0.03, 0.02, 0.08]],
  "multiplicity": 1,
  "e_homo_ev": -8.4713,
  "gap_ev": 7.51
}

Which value of multiplicity does entry 1 give?
1